Here is a structure of composition C27H72BF4O9V from the OMol25 dataset. Energies are from ωB97M-V/def2-TZVPD.

LUMO (alpha / beta) (Eh): 0.0152 / 0.0108
Electronic energy (Ha): -3117.479494
Spin multiplicity: 5
M (g/mol): 678.612
HOMO-LUMO gap (alpha / beta) (eV): 4.8994 / 9.7693
Max |F| (eV Å⁻¹): 4.36
Total charge: 0
Energy above the lowest of the compared OMol25 structures with the same formula, charge and spin (kcal/mol): 34.12
HOMO energy (alpha / beta) (eV): -4.49 / -9.48

Element x y z (Å)
V: -0.5377 0.2100 -3.0604
B: 0.1033 0.2367 0.1030
F: -0.2592 -0.5728 1.1400
F: 1.4343 -0.0416 -0.2342
F: -0.6973 -0.0447 -1.0156
F: -0.1379 1.6207 0.3908
C: 2.4525 4.6842 3.9228
C: 2.7691 3.8058 2.6826
C: 3.3545 2.3783 3.0379
O: 1.5676 3.6222 2.0378
H: 2.4444 5.6979 3.5222
H: 3.3575 4.6206 4.5269
H: 1.5470 4.2489 4.3456
H: 3.5134 4.2469 2.0195
H: 4.2594 2.6896 3.5598
H: 3.7404 1.8293 2.1790
H: 2.5961 1.8797 3.6415
H: 1.6523 2.7511 1.6434
C: 2.1253 -1.2701 3.0601
C: 3.6876 -1.1456 3.0495
C: 4.3119 -2.4881 3.3030
O: 4.1662 -0.7412 1.7939
H: 1.6931 -1.6625 2.1395
H: 1.5889 -0.3665 3.3496
H: 1.9182 -1.9592 3.8788
H: 3.8980 -0.4965 3.8995
H: 3.7578 -3.2951 2.8237
H: 4.2175 -2.4423 4.3879
H: 5.3832 -2.5007 3.1026
H: 3.5940 -0.1182 1.3399
C: -3.4873 -1.2576 1.2811
C: -4.9154 -1.0706 1.9254
C: -5.3409 -2.1709 2.7564
O: -4.6804 -0.0685 2.8270
H: -3.0195 -0.3835 0.8281
H: -3.6629 -1.9788 0.4829
H: -2.7002 -1.7769 1.8278
H: -5.6146 -0.8796 1.1113
H: -4.8072 -2.1083 3.7048
H: -5.2821 -3.1487 2.2784
H: -6.4048 -2.0914 2.9797
H: -3.7716 0.2404 2.8111
C: 3.2599 2.3255 -2.6644
C: 1.7659 2.6021 -2.2377
C: 1.5477 4.1207 -2.1564
O: 0.9049 1.9555 -3.1459
H: 3.4410 1.2508 -2.6490
H: 3.9162 2.8295 -1.9549
H: 3.4118 2.7478 -3.6577
H: 1.6772 2.2576 -1.2074
H: 1.3218 4.5227 -3.1440
H: 2.2759 4.7677 -1.6672
H: 0.6953 4.3069 -1.5031
H: 1.2977 2.0014 -4.0207
C: -2.6332 1.5453 4.7338
C: -1.6741 1.8476 3.5464
C: -0.3224 1.2114 3.8205
O: -2.2600 1.3877 2.3635
H: -2.1118 1.8097 5.6537
H: -2.7416 0.4648 4.8280
H: -3.5778 2.0790 4.6290
H: -1.3554 2.8791 3.3967
H: 0.4301 1.3572 3.0456
H: -0.3278 0.1215 3.8259
H: -0.0232 1.6253 4.7835
H: -1.5732 1.4799 1.6991
C: -4.4042 -1.5597 -2.8537
C: -2.9591 -1.6720 -2.4641
C: -2.5581 -3.0933 -2.1898
O: -2.0278 -1.3287 -3.4861
H: -4.7332 -2.2227 -3.6539
H: -4.6510 -0.5686 -3.2343
H: -5.0494 -1.5686 -1.9752
H: -2.7671 -1.0031 -1.6251
H: -1.5166 -3.4147 -2.1872
H: -2.9669 -3.6925 -3.0033
H: -3.0379 -3.5818 -1.3417
H: -2.4108 -1.5730 -4.3318
C: -2.1808 3.8303 -0.9811
C: -2.7857 2.4738 -1.5016
C: -4.2024 2.7125 -2.1129
O: -2.1313 1.9482 -2.6424
H: -2.3861 4.5992 -1.7259
H: -1.1231 3.6211 -0.8210
H: -2.8398 4.1956 -0.1935
H: -2.8423 1.6631 -0.7752
H: -4.6268 3.6525 -1.7602
H: -4.7805 1.8977 -1.6771
H: -4.3152 2.6480 -3.1951
H: -2.5255 2.2845 -3.4506
C: 3.0993 -4.6727 -1.1031
C: 1.8294 -3.9216 -1.0850
C: 1.0276 -4.1296 0.2197
O: 2.0794 -2.6077 -1.3492
H: 2.8920 -5.7121 -1.3576
H: 3.6299 -4.5182 -0.1636
H: 3.8161 -4.4392 -1.8904
H: 1.1799 -4.2206 -1.9078
H: 0.0591 -3.6304 0.2500
H: 1.6321 -3.9149 1.1009
H: 0.8043 -5.1934 0.3013
H: 1.9776 -2.1056 -0.5373
C: 3.1822 -1.2101 -4.3344
C: 1.6705 -1.5407 -4.4550
C: 1.3012 -3.1201 -4.5252
O: 1.1178 -1.1119 -3.2502
H: 3.4679 -1.2219 -3.2826
H: 3.4320 -0.2024 -4.6665
H: 3.8270 -1.9504 -4.8081
H: 1.1485 -1.0913 -5.2997
H: 0.2273 -3.2861 -4.4401
H: 1.9274 -3.6466 -3.8049
H: 1.6522 -3.4184 -5.5131
H: 1.6822 -1.5617 -2.6171

Here are the Löwdin charges for atoms 1 to 99, given in e: number 1, V, carries 0.71; number 2, B, carries -1.28; number 3, F, carries 0.18; number 4, F, carries 0.14; number 5, F, carries 0.07; number 6, F, carries 0.10; number 7, C, carries -0.03; number 8, C, carries -0.50; number 9, C, carries -0.03; number 10, O, carries -0.05; number 11, H, carries 0.08; number 12, H, carries 0.07; number 13, H, carries 0.08; number 14, H, carries 0.12; number 15, H, carries 0.08; number 16, H, carries 0.07; number 17, H, carries 0.07; number 18, H, carries 0.06; number 19, C, carries -0.03; number 20, C, carries -0.50; number 21, C, carries -0.06; number 22, O, carries -0.05; number 23, H, carries 0.06; number 24, H, carries 0.03; number 25, H, carries 0.08; number 26, H, carries 0.12; number 27, H, carries 0.08; number 28, H, carries 0.08; number 29, H, carries 0.08; number 30, H, carries 0.06; number 31, C, carries -0.03; number 32, C, carries -0.51; number 33, C, carries -0.08; number 34, O, carries -0.06; number 35, H, carries 0.06; number 36, H, carries 0.05; number 37, H, carries 0.09; number 38, H, carries 0.13; number 39, H, carries 0.10; number 40, H, carries 0.08; number 41, H, carries 0.08; number 42, H, carries 0.03; number 43, C, carries -0.02; number 44, C, carries -0.44; number 45, C, carries -0.04; number 46, O, carries -0.12; number 47, H, carries 0.06; number 48, H, carries 0.08; number 49, H, carries 0.08; number 50, H, carries 0.12; number 51, H, carries 0.08; number 52, H, carries 0.08; number 53, H, carries 0.05; number 54, H, carries 0.09; number 55, C, carries -0.03; number 56, C, carries -0.46; number 57, C, carries -0.07; number 58, O, carries -0.06; number 59, H, carries 0.07; number 60, H, carries 0.08; number 61, H, carries 0.09; number 62, H, carries 0.14; number 63, H, carries 0.04; number 64, H, carries 0.08; number 65, H, carries 0.09; number 66, H, carries 0.06; number 67, C, carries -0.03; number 68, C, carries -0.47; number 69, C, carries -0.04; number 70, O, carries -0.15; number 71, H, carries 0.09; number 72, H, carries 0.08; number 73, H, carries 0.09; number 74, H, carries 0.12; number 75, H, carries 0.08; number 76, H, carries 0.08; number 77, H, carries 0.08; number 78, H, carries 0.11; number 79, C, carries -0.01; number 80, C, carries -0.40; number 81, C, carries -0.04; number 82, O, carries -0.14; number 83, H, carries 0.08; number 84, H, carries 0.05; number 85, H, carries 0.08; number 86, H, carries 0.12; number 87, H, carries 0.08; number 88, H, carries 0.07; number 89, H, carries 0.08; number 90, H, carries 0.08; number 91, C, carries -0.05; number 92, C, carries -0.53; number 93, C, carries -0.01; number 94, O, carries -0.04; number 95, H, carries 0.09; number 96, H, carries 0.09; number 97, H, carries 0.08; number 98, H, carries 0.12; number 99, H, carries 0.08